The following is a DFT calculation (ωB97M-V/def2-TZVPD) of a molecular structure, C30H42CaN7O3PS5Se at a distorted geometry.

Summary:
Frontier orbital gap in eV: 4.92
Calculated total energy in eV: -195620.1318
HOMO in eV: -1.19
ΔE to the lowest compared entry with this formula, charge and spin in kcal/mol: 11.85

```
! wB97M-V def2-TZVPD RIJCOSX def2/J DEFGRID3
* xyz -2 1
Ca -0.200 2.677 -0.160
S 0.370 1.889 -2.769
S -1.609 2.173 -3.181
S -2.191 4.056 -2.623
S -2.826 3.894 -0.667
O 3.158 2.141 1.989
C 2.512 1.176 1.500
O 1.555 1.220 0.736
C 2.857 -0.234 1.872
P 2.022 -1.501 0.871
C 3.072 -1.283 -0.703
C 2.494 -0.402 -1.649
C 3.168 -0.026 -2.800
C 4.540 -0.275 -2.922
C 5.208 -0.961 -1.864
C 4.477 -1.578 -0.826
C 2.852 -3.035 1.569
C 3.136 -4.129 0.723
C 3.884 -5.211 1.160
C 4.364 -5.216 2.470
C 4.063 -4.170 3.326
C 3.312 -3.077 2.895
H 2.564 -0.478 2.897
H 3.939 -0.389 1.786
H 1.457 -0.044 -1.553
H 2.645 0.494 -3.580
H 5.005 0.233 -3.762
H 6.240 -1.109 -1.845
H 4.963 -2.187 -0.052
H 2.747 -3.976 -0.279
H 4.165 -6.035 0.454
H 5.113 -5.916 2.818
H 4.506 -4.163 4.308
H 3.150 -2.179 3.493
C 4.503 4.997 1.481
C 3.401 5.253 0.493
C 3.187 6.137 -0.573
C 1.955 5.721 -1.122
N 1.434 4.687 -0.439
N 2.281 4.483 0.555
C 1.209 6.191 -2.288
H 4.989 5.928 1.816
H 5.348 4.385 1.028
H 4.021 4.566 2.367
H 3.784 6.937 -0.965
H 2.208 3.612 1.084
H 0.920 7.304 -2.165
H 0.316 5.652 -2.417
H 1.778 6.185 -3.196
C -0.774 -3.065 -1.342
N -2.185 -3.409 -1.165
C -2.730 -3.687 0.054
C -3.986 -4.097 -0.166
N -4.220 -3.996 -1.560
C -5.508 -4.175 -2.233
C -3.084 -3.548 -2.149
Se -2.902 -3.117 -3.947
H -0.179 -3.500 -0.563
H -0.699 -2.023 -1.183
H -0.486 -3.269 -2.383
H -2.187 -3.577 0.948
H -4.762 -4.470 0.498
H -6.000 -5.067 -1.830
H -5.364 -4.444 -3.265
H -6.228 -3.361 -2.134
O -3.176 4.488 2.922
S -1.700 4.738 2.655
N -0.777 3.742 2.051
C -4.953 0.944 -1.444
C -4.279 -0.204 -0.743
N -3.611 0.004 0.538
C -4.460 0.356 1.650
C -4.873 -0.811 2.598
C -2.224 0.061 0.600
C -1.540 0.105 2.002
N -1.432 -0.017 -0.372
H -5.685 0.668 -2.146
H -4.243 1.531 -2.008
H -5.339 1.655 -0.747
H -3.538 -0.729 -1.376
H -5.037 -0.990 -0.646
H -5.336 0.787 1.259
H -3.901 1.123 2.228
H -5.488 -1.554 2.101
H -5.367 -0.422 3.486
H -3.914 -1.296 2.885
H -2.048 0.685 2.755
H -0.524 0.439 1.873
H -1.477 -0.884 2.335
H -1.831 -0.030 -1.325
*
```

Here are the Löwdin charges for atoms 1 to 2, given in e: number 1, Ca, carries 0.868; number 2, S, carries -0.140